Entry from the Open Molecules 2025 dataset: 7 unconnected molecules or ions with the total composition C39H34NO13P at a distorted geometry (ωB97M-V with the def2-TZVPD basis set).

Properties
* HOMO-LUMO gap: 6.108 eV
* HOMO level: -7.967 eV

ORCA input file:
```
! RIJCOSX wB97M-V def2-TZVPD def2/J DEFGRID3
* xyz 0 1
C 2.459 -3.677 1.178
C 2.360 -2.783 -0.075
C 0.907 -2.318 -0.210
N 0.096 -3.420 -0.757
P -1.400 -3.730 0.023
O -1.233 -3.537 1.669
H 2.008 -4.638 0.948
H 1.849 -3.240 1.963
H 3.484 -3.798 1.511
H 3.037 -1.937 -0.001
H 2.601 -3.376 -0.950
H 0.559 -1.961 0.755
H 0.898 -1.502 -0.933
H 0.649 -4.247 -0.941
H -1.433 -5.149 -0.059
H -1.338 -2.600 1.903
C -1.657 2.032 -0.689
C -1.361 1.532 0.507
C -2.047 0.324 1.021
O -1.776 -0.137 2.116
C -3.072 -0.308 0.163
C -3.368 0.184 -1.035
C -2.684 1.392 -1.552
O -2.949 1.849 -2.645
H -1.172 2.907 -1.089
H -0.613 1.977 1.149
H -3.555 -1.189 0.565
H -4.110 -0.268 -1.681
C -3.655 6.213 -6.735
C -4.419 6.582 -5.710
C -4.622 5.688 -4.542
O -5.319 6.026 -3.609
C -3.942 4.370 -4.560
C -3.178 4.002 -5.585
C -2.974 4.893 -6.752
O -2.276 4.561 -7.687
H -3.494 6.847 -7.597
H -4.924 7.539 -5.678
H -4.100 3.732 -3.701
H -2.674 3.044 -5.613
C 5.069 -8.093 -1.132
C 4.079 -7.246 -0.862
C 3.653 -6.225 -1.848
O 2.752 -5.450 -1.600
C 4.368 -6.179 -3.146
C 5.358 -7.025 -3.417
C 5.786 -8.050 -2.431
O 6.686 -8.822 -2.678
H 5.397 -8.847 -0.428
H 3.542 -7.260 0.078
H 4.039 -5.425 -3.849
H 5.893 -7.010 -4.357
C 4.894 -1.022 2.504
C 5.607 -1.286 3.595
C 7.079 -1.469 3.527
O 7.729 -1.712 4.520
C 7.724 -1.345 2.195
C 7.010 -1.081 1.104
C 5.540 -0.897 1.174
O 4.887 -0.656 0.181
H 3.820 -0.887 2.531
H 5.156 -1.381 4.575
H 8.797 -1.482 2.168
H 7.460 -0.988 0.124
C -7.121 -0.592 3.342
C -7.097 -0.621 4.671
C -5.997 0.019 5.435
O -5.973 -0.009 6.646
C -4.928 0.695 4.659
C -4.954 0.726 3.330
C -6.052 0.085 2.567
O -6.078 0.111 1.354
H -7.913 -1.053 2.765
H -7.867 -1.109 5.255
H -4.136 1.156 5.235
H -4.183 1.212 2.748
C -1.160 5.458 1.338
C -1.352 6.636 1.925
C -0.337 7.716 1.832
O -0.510 8.788 2.368
C 0.897 7.432 1.058
C 1.087 6.253 0.471
C 0.074 5.177 0.566
O 0.246 4.101 0.028
H -1.887 4.657 1.394
H -2.245 6.864 2.493
H 1.623 8.233 1.001
H 1.980 6.025 -0.098
*
```

Here are the Mulliken charges for atoms 1 to 4, given in e: atom 1 (C): -1.04, atom 2 (C): -0.20, atom 3 (C): -0.30, atom 4 (N): -0.29


Entry from the Open Molecules 2025 dataset: a molecular structure, C39H35Br6N7O14 at a distorted geometry (ωB97M-V with the def2-TZVPD basis set).

Properties
* HOMO-LUMO gap: 6.338 eV
* HOMO level: -8.471 eV

ORCA input file:
```
! RIJCOSX wB97M-V def2-TZVPD def2/J DEFGRID3
* xyz 0 1
C 3.521 1.026 3.895
N 2.167 0.944 3.268
O 1.990 0.125 2.313
O 1.250 1.681 3.681
H 4.126 0.236 3.450
H 3.516 0.783 4.957
H 3.934 2.020 3.725
C -1.572 1.062 -0.290
C -1.689 2.370 0.079
C -2.421 3.317 -0.685
C -2.906 2.984 -1.934
C -2.936 1.593 -2.286
C -2.277 0.731 -1.450
N -3.380 3.981 -2.852
O -3.767 5.025 -2.470
O -3.462 3.632 -4.000
H -1.099 0.310 0.324
H -1.086 2.658 0.927
H -2.444 4.347 -0.361
H -3.464 1.309 -3.184
H -2.171 -0.264 -1.859
C 0.487 -1.301 -1.771
C 1.147 -0.720 -0.716
C 0.502 -0.584 0.543
C -0.777 -1.271 0.811
C -1.446 -1.783 -0.303
C -0.888 -1.660 -1.545
N -1.340 -1.389 2.182
O -0.617 -1.246 3.170
O -2.549 -1.637 2.389
H 0.983 -1.311 -2.730
H 2.090 -0.195 -0.737
H 0.986 0.009 1.305
H -2.375 -2.280 -0.066
H -1.476 -1.963 -2.399
C -2.183 1.012 2.070
C -2.319 2.336 2.290
C -3.501 2.835 2.858
C -4.700 2.043 2.817
C -4.606 0.701 2.408
C -3.296 0.178 2.194
N -6.024 2.621 3.124
O -6.126 3.793 3.196
O -7.057 1.871 2.991
H -1.304 0.511 1.693
H -1.508 3.029 2.121
H -3.503 3.811 3.320
H -5.465 0.058 2.525
H -3.160 -0.880 2.029
C 1.789 5.473 2.793
C 3.032 5.085 2.228
C 3.130 3.852 1.578
C 2.089 2.946 1.536
C 0.876 3.312 2.126
C 0.757 4.558 2.726
N 2.268 1.607 0.886
O 3.391 1.235 0.575
O 1.212 0.988 0.613
H 1.767 6.476 3.193
H 3.898 5.723 2.320
H 4.038 3.396 1.214
H 0.077 2.606 2.294
H -0.180 4.844 3.182
C 1.671 -1.576 -6.856
C 2.667 -2.530 -7.055
C 3.160 -3.137 -5.907
C 2.489 -3.039 -4.668
C 1.463 -2.076 -4.544
C 1.108 -1.312 -5.620
N 2.859 -3.873 -3.475
O 3.107 -5.048 -3.769
O 2.777 -3.403 -2.368
H 1.244 -1.069 -7.709
H 3.129 -2.702 -8.016
H 3.871 -3.949 -5.934
H 0.970 -2.042 -3.584
H 0.428 -0.485 -5.482
C 0.665 -3.403 1.994
C 0.077 -4.571 2.467
C 0.824 -5.522 3.164
C 2.248 -5.272 3.325
C 2.782 -4.061 2.851
C 2.040 -3.139 2.100
N 3.075 -6.154 4.174
O 2.610 -7.273 4.301
O 4.063 -5.773 4.833
H -0.100 -2.741 1.617
H -0.993 -4.720 2.490
H 0.307 -6.397 3.531
H 3.814 -3.805 3.037
H 2.524 -2.326 1.579
C 0.660 2.007 -3.132
Br -0.549 0.895 -4.140
Br 1.549 3.368 -4.266
Br 1.734 0.747 -2.095
H -0.110 2.557 -2.591
C -2.312 -1.214 -3.596
Br -1.162 -2.837 -4.060
Br -3.846 -1.689 -2.374
Br -3.102 -0.571 -5.319
H -1.688 -0.419 -3.188
*
```

Here are the Mulliken charges for atoms 1 to 4, given in e: atom 1 (C): -1.00, atom 2 (N): 1.06, atom 3 (O): -0.28, atom 4 (O): -0.58


Entry from the Open Molecules 2025 dataset: a molecular structure, C39H35ClIrN2Si2 at a distorted geometry (ωB97M-V with the def2-TZVPD basis set).

Properties
* HOMO-LUMO gap (alpha / beta): 5.186 / 5.142 eV
* HOMO level (alpha / beta): -8.333 / -10.641 eV

ORCA input file:
```
! RIJCOSX wB97M-V def2-TZVPD def2/J DEFGRID3
* xyz 1 5
C -0.979 4.809 2.135
C -0.133 3.740 2.515
C 0.485 3.200 1.326
H 0.123 3.440 3.526
C -0.108 3.900 0.183
C -1.012 4.885 0.729
H -1.582 5.583 0.135
H -1.487 5.479 2.821
H 1.339 2.542 1.267
H 0.237 3.807 -0.842
Ir -1.363 2.350 0.867
Si 1.087 -2.609 -1.636
C 1.137 -4.282 -0.803
C 0.650 -5.441 -1.449
H 0.063 -5.343 -2.368
C 0.973 -6.714 -0.959
H 0.687 -7.614 -1.514
C 1.657 -6.844 0.257
H 1.881 -7.830 0.663
C 2.028 -5.698 0.978
H 2.485 -5.789 1.974
C 1.823 -4.428 0.416
H 2.211 -3.548 0.938
C 2.019 -2.876 -3.219
C 3.200 -3.642 -3.131
H 3.386 -4.253 -2.241
C 4.126 -3.654 -4.176
H 5.088 -4.153 -4.045
C 3.802 -3.031 -5.384
H 4.527 -3.028 -6.197
C 2.550 -2.419 -5.542
H 2.292 -1.987 -6.510
C 1.649 -2.356 -4.472
H 0.652 -1.925 -4.598
H 1.970 -1.706 -0.903
Si -0.329 0.459 0.161
C 1.167 0.924 -0.938
C 2.488 0.775 -0.488
H 2.711 0.172 0.396
C 3.552 1.358 -1.186
H 4.578 1.236 -0.825
C 3.298 2.082 -2.354
H 4.124 2.536 -2.906
C 1.991 2.193 -2.837
H 1.791 2.743 -3.758
C 0.938 1.575 -2.154
H -0.069 1.604 -2.574
C 0.293 -0.522 1.674
C 1.020 0.077 2.706
H 1.179 1.157 2.740
C 1.566 -0.692 3.739
H 2.157 -0.194 4.509
C 1.364 -2.073 3.768
H 1.810 -2.679 4.555
C 0.588 -2.676 2.773
H 0.433 -3.758 2.783
C 0.041 -1.898 1.750
H -0.565 -2.380 0.985
H -0.246 -1.935 -1.664
Cl -2.057 -0.413 -0.669
C -3.252 1.661 4.580
C -4.561 2.127 4.386
C -4.961 2.489 3.104
C -4.037 2.431 2.053
N -2.759 1.996 2.282
C -2.386 1.548 3.505
C -4.231 2.962 0.719
C -5.373 3.623 0.248
C -5.332 4.273 -0.980
C -4.158 4.192 -1.743
C -3.067 3.482 -1.272
N -3.093 2.930 -0.038
H -2.871 1.368 5.556
H -5.247 2.183 5.229
H -5.964 2.838 2.860
H -1.366 1.167 3.575
H -6.248 3.609 0.896
H -6.194 4.820 -1.358
H -4.060 4.671 -2.713
H -2.125 3.393 -1.817
*
```

Here are the Mulliken charges for atoms 1 to 4, given in e: atom 1 (C): -0.46, atom 2 (C): -0.88, atom 3 (C): -0.74, atom 4 (H): 0.47


Entry from the Open Molecules 2025 dataset: 3 unconnected molecules or ions with the total composition C39H35FN2O8S at a distorted geometry (ωB97M-V with the def2-TZVPD basis set).

Properties
* HOMO-LUMO gap: 8.003 eV
* HOMO level: -8.992 eV

ORCA input file:
```
! RIJCOSX wB97M-V def2-TZVPD def2/J DEFGRID3
* xyz 0 1
C -4.406 1.282 -1.707
C -5.516 0.615 -0.919
C -5.056 -0.507 0.033
C -3.781 -1.241 -0.387
C -3.966 -2.744 -0.191
O -3.112 -3.465 -1.106
C -1.865 -3.586 -0.701
O -1.399 -3.093 0.302
N -1.091 -4.398 -1.554
C 0.319 -3.991 -1.510
S 1.354 -5.100 -2.501
C 2.931 -4.971 -1.612
C 4.027 -5.634 -2.460
C -1.658 -4.512 -2.862
O -2.541 -5.315 -3.064
N -1.190 -3.732 -3.965
C -1.668 -2.415 -4.015
O -2.637 -2.039 -4.634
F -0.923 -1.536 -3.354
H -4.113 0.623 -2.515
H -4.737 2.187 -2.186
H -3.511 1.448 -1.129
H -6.308 0.270 -1.564
H -5.972 1.377 -0.301
H -5.865 -1.222 0.085
H -4.976 -0.092 1.024
H -2.981 -0.963 0.279
H -3.534 -1.119 -1.428
H -3.797 -3.042 0.833
H -4.963 -3.049 -0.454
H 0.435 -2.966 -1.825
H 0.702 -4.039 -0.509
H 2.810 -5.437 -0.651
H 3.184 -3.932 -1.492
H 3.627 -5.888 -3.428
H 4.334 -6.540 -1.969
H 4.868 -4.971 -2.544
H -1.489 -4.175 -4.819
C 4.909 0.660 5.434
C 5.186 -0.198 4.375
C 4.152 -0.793 3.675
C 2.834 -0.540 4.036
C 2.558 0.304 5.113
C 3.599 0.910 5.803
C 1.154 0.551 5.549
O 0.913 1.285 6.484
C 0.057 -0.135 4.810
C -1.255 0.035 5.231
C -2.285 -0.586 4.547
C -2.011 -1.370 3.432
C -0.706 -1.547 3.006
C 0.333 -0.940 3.701
C 1.732 -1.172 3.259
O 1.973 -1.866 2.292
H 5.720 1.130 5.975
H 6.212 -0.401 4.097
H 4.364 -1.456 2.848
H 3.381 1.572 6.629
H -1.465 0.648 6.096
H -3.306 -0.457 4.881
H -2.819 -1.848 2.893
H -0.497 -2.155 2.140
C 1.468 8.153 -2.201
C 0.611 7.859 -3.257
C 0.225 6.552 -3.495
C 0.703 5.530 -2.685
C 1.580 5.823 -1.639
C 1.951 7.138 -1.394
C 2.142 4.737 -0.786
O 2.901 4.991 0.126
C 1.753 3.331 -1.088
C 2.307 2.298 -0.343
C 1.946 0.987 -0.603
C 1.026 0.702 -1.602
C 0.474 1.725 -2.353
C 0.841 3.042 -2.106
C 0.263 4.129 -2.945
O -0.540 3.882 -3.820
H 1.761 9.177 -2.011
H 0.243 8.653 -3.893
H -0.444 6.320 -4.311
H 2.621 7.363 -0.576
H 3.021 2.523 0.436
H 2.380 0.183 -0.028
H 0.738 -0.323 -1.797
H -0.240 1.505 -3.135
*
```

Here are the Mulliken charges for atoms 1 to 4, given in e: atom 1 (C): -1.19, atom 2 (C): -0.49, atom 3 (C): -0.74, atom 4 (C): 0.05


Entry from the Open Molecules 2025 dataset: a molecular structure, C39H36BrF4N2O6PTeV (ωB97M-V with the def2-TZVPD basis set).

Properties
* HOMO-LUMO gap (alpha / beta): 3.079 / 3.037 eV
* HOMO level (alpha / beta): 0.725 / 0.768 eV

ORCA input file:
```
! RIJCOSX wB97M-V def2-TZVPD def2/J DEFGRID3
* xyz -2 2
V 1.197 -0.674 0.825
O 3.664 -3.776 -3.847
C 3.124 -3.053 -2.779
C 3.937 -2.430 -1.820
C 3.361 -1.741 -0.785
N 1.998 -1.658 -0.634
C 1.210 -2.197 -1.637
C 1.744 -2.912 -2.686
C -0.220 -1.911 -1.406
O -1.112 -2.240 -2.209
O -0.410 -1.263 -0.299
C 4.075 -0.999 0.291
O 5.308 -0.891 0.320
O 3.253 -0.454 1.125
H 4.620 -3.711 -3.772
H 5.022 -2.459 -1.866
H 1.077 -3.323 -3.432
F -6.171 0.982 -5.459
C -4.962 0.933 -4.886
C -3.850 1.347 -5.590
F -3.988 1.795 -6.846
C -2.608 1.298 -4.985
F -1.576 1.717 -5.727
C -2.423 0.838 -3.689
P -0.764 0.787 -2.844
C 0.275 0.076 -4.169
C -0.205 -0.954 -4.974
C 0.645 -1.618 -5.845
C 1.990 -1.280 -5.909
C 2.481 -0.275 -5.091
C 1.630 0.398 -4.228
C -0.372 2.588 -2.894
C 0.248 3.296 -3.923
C 0.520 4.649 -3.782
C 0.166 5.317 -2.616
C -0.451 4.622 -1.586
C -0.705 3.263 -1.719
C -3.568 0.419 -2.993
Br -3.468 -0.224 -1.234
C -4.817 0.474 -3.591
F -5.924 0.087 -2.944
H -1.236 -1.273 -4.883
H 0.259 -2.429 -6.451
H 2.659 -1.826 -6.563
H 3.537 -0.032 -5.098
H 2.032 1.160 -3.571
H 0.532 2.783 -4.832
H 1.013 5.184 -4.585
H 0.382 6.373 -2.508
H -0.714 5.129 -0.665
H -1.130 2.705 -0.890
C 3.105 3.030 0.949
C 3.839 2.305 -0.188
C 2.699 1.731 -1.017
O 1.645 1.441 -0.096
C 1.693 2.422 0.954
H 3.052 4.107 0.772
H 3.603 2.864 1.904
H 4.453 1.503 0.210
H 4.468 2.973 -0.781
H 2.953 0.803 -1.532
H 2.332 2.467 -1.746
H 1.450 1.907 1.882
H 0.929 3.181 0.758
C -3.124 2.704 1.381
Te -1.661 1.116 1.651
C -1.001 2.053 3.451
H -2.625 3.666 1.259
H -3.798 2.750 2.236
H -3.699 2.483 0.482
H -1.821 2.105 4.165
H -0.630 3.054 3.231
H -0.205 1.435 3.858
C 2.373 0.240 4.505
C 1.207 -0.652 4.835
C 0.916 -1.002 6.144
C -0.147 -1.844 6.453
C -0.914 -2.354 5.410
C -0.661 -2.028 4.087
C -1.480 -2.606 2.970
C 0.399 -1.136 3.767
N 0.640 -0.747 2.496
H 3.087 0.267 5.332
H 2.050 1.271 4.312
H 2.876 -0.100 3.598
H 1.546 -0.613 6.941
H -0.361 -2.113 7.482
H -1.732 -3.036 5.629
H -2.029 -3.490 3.307
H -0.841 -2.867 2.123
H -2.197 -1.878 2.582
*
```

Here are the Mulliken charges for atoms 1 to 4, given in e: atom 1 (V): 0.70, atom 2 (O): -0.61, atom 3 (C): 0.82, atom 4 (C): -0.54


Q: Which formula does entry 1 have?
A: C39H34NO13P